14
Properties=species:S:1:pos:R:3:mulliken_spin:R:1 method="wB97M-V/def2-TZVPD" homo_lumo_gap_ev="7.0876 / 7.6471" multiplicity=3 charge=+1 homo_ev="-13.55 / -13.56"
C -1.1439 -0.2293 -0.1571 0.000
C -0.4181 -1.3895 0.5158 -0.001
F -2.4110 -0.1438 0.3641 0.000
H -1.2220 -0.3267 -1.2477 0.000
H -0.2926 -1.1519 1.5833 0.001
H -1.0563 -2.2765 0.4326 0.000
O 0.8146 -1.7178 -0.0901 -0.011
C 1.9330 -0.9060 0.0875 -0.039
O 2.9698 -1.4229 -0.2827 -0.012
O 0.6038 2.7987 -0.0156 -0.008
Pr 1.9329 1.3880 0.7988 2.071
O -0.9027 2.2877 -1.6111 -0.002
O -0.4539 0.9292 0.1662 -0.001
C -0.3536 2.1606 -0.5439 0.002